{
  "formula": "C11H26N6O7Y",
  "method": "ωB97M-V/def2-TZVPD",
  "symbols": ["O", "H", "Y", "N", "N", "N", "N", "O", "O", "O", "O", "C", "C", "C", "C", "C", "H", "H", "H", "C", "H", "H", "H", "C", "C", "H", "H", "H", "H", "H", "H", "H", "H", "C", "H", "H", "H", "O", "H", "H", "C", "N", "C", "N", "O", "H", "H", "H", "H", "H", "H"],
  "xyz": [[-0.12, -0.59, -4.07], [0.05, -0.42, -5.01], [0.30, -0.10, -0.72], [0.47, 1.75, 0.95], [1.46, 1.78, -1.33], [-1.11, -1.23, 0.92], [-0.46, -2.18, -1.41], [-0.06, 1.57, 2.13], [-1.30, -0.77, 2.21], [-0.09, -2.74, -2.64], [2.19, 0.72, -1.75], [2.08, 2.64, -0.45], [1.44, 2.71, 0.80], [-1.42, -2.52, 0.73], [-0.99, -3.06, -0.55], [1.80, 3.69, 1.86], [2.01, 3.16, 2.80], [0.97, 4.39, 2.00], [2.68, 4.28, 1.58], [3.30, 3.37, -0.87], [3.20, 3.62, -1.93], [4.21, 2.75, -0.77], [3.43, 4.29, -0.29], [-2.05, -3.42, 1.74], [-1.10, -4.50, -0.91], [-2.55, -2.85, 2.53], [-1.30, -4.08, 2.21], [-2.78, -4.07, 1.25], [-0.38, -4.77, -1.69], [-2.10, -4.74, -1.29], [-0.92, -5.12, -0.02], [-0.83, 0.13, 2.23], [-0.10, -1.97, -3.29], [-0.84, 0.52, -3.47], [-0.16, 1.26, -3.01], [-1.59, 0.17, -2.75], [-1.41, 1.04, -4.27], [-2.01, 1.36, -0.51], [-2.66, 0.81, -0.05], [-1.72, 1.99, 0.18], [2.36, -2.51, 3.10], [3.30, -1.81, 2.24], [2.95, -1.13, 1.13], [3.96, -0.52, 0.44], [1.75, -1.02, 0.74], [2.57, -2.22, 4.13], [2.51, -3.59, 3.00], [1.32, -2.26, 2.86], [4.28, -1.86, 2.46], [3.72, -0.05, -0.43], [4.92, -0.71, 0.69]],
  "total_charge": 1,
  "homo_energy_ev": [-9.59, -10.26],
  "orbital_gap_ev": [5.7, 6.3]
}


{
  "formula": "C5H6N5S",
  "method": "ωB97M-V/def2-TZVPD",
  "symbols": ["C", "C", "C", "C", "C", "N", "N", "N", "N", "N", "S", "H", "H", "H", "H", "H", "H"],
  "xyz": [[-0.61, -0.32, -0.67], [-2.49, 0.90, -0.19], [2.52, 1.22, 0.56], [0.32, 0.65, 0.01], [-0.47, 1.80, 0.45], [-1.90, -0.11, -0.73], [-1.68, 1.92, 0.37], [1.55, 0.36, 0.10], [2.75, 2.32, 0.03], [-0.78, -3.21, -0.20], [-0.28, -1.86, 0.64], [-0.05, -0.55, -1.57], [-3.62, 1.05, -0.22], [3.03, 0.72, 1.50], [3.50, 2.79, 0.56], [-0.17, -3.82, -0.76], [-1.62, -3.85, 0.11]],
  "total_charge": 1,
  "homo_energy_ev": [-13.29, -13.29],
  "orbital_gap_ev": [6.5, 6.5]
}


{
  "formula": "C6H4NO3S",
  "method": "ωB97M-V/def2-TZVPD",
  "symbols": ["C", "C", "C", "C", "C", "C", "N", "O", "O", "O", "S", "H", "H", "H", "H"],
  "xyz": [[0.85, 2.17, -1.35], [0.56, 2.43, -0.09], [-1.10, -2.14, -0.58], [-0.77, -1.66, 1.83], [-1.02, -1.19, 0.25], [1.17, 0.18, -0.54], [1.18, 0.81, -1.65], [-1.82, -1.66, 2.36], [-1.01, -3.01, -1.37], [0.38, -1.91, 2.12], [0.64, 1.02, 0.89], [1.13, 2.82, -2.19], [0.20, 3.35, 0.28], [-1.66, -0.38, 0.32], [1.27, -0.84, -0.28]],
  "total_charge": -1,
  "homo_energy_ev": -4.25,
  "orbital_gap_ev": 7.4
}


{
  "formula": "C21H36NO24S2",
  "method": "ωB97M-V/def2-TZVPD",
  "symbols": ["N", "O", "O", "O", "O", "S", "O", "O", "C", "C", "C", "H", "H", "H", "H", "H", "H", "H", "H", "O", "S", "O", "O", "C", "C", "C", "H", "H", "H", "H", "H", "H", "H", "H", "C", "C", "O", "C", "O", "O", "H", "H", "H", "H", "C", "C", "O", "C", "O", "O", "H", "H", "H", "H", "C", "C", "O", "C", "O", "O", "H", "H", "H", "H", "C", "C", "O", "C", "O", "O", "H", "H", "H", "H", "C", "C", "O", "C", "O", "O", "H", "H", "H", "H"],
  "xyz": [[-0.48, 0.41, 0.30], [-1.11, -0.30, -0.47], [0.00, -0.04, 1.39], [0.25, 1.32, -0.24], [-1.16, -4.26, 4.09], [-2.03, -3.25, 4.44], [-3.41, -3.48, 4.72], [-1.41, -2.56, 5.84], [-1.51, -3.39, 7.03], [-0.61, -2.78, 8.05], [-2.07, -1.95, 3.24], [-1.26, -4.42, 6.70], [-2.48, -3.51, 7.57], [-1.11, -1.83, 8.26], [0.37, -2.57, 7.83], [-0.41, -3.73, 8.85], [-2.50, -2.58, 2.48], [-1.09, -1.73, 2.95], [-2.71, -1.06, 3.53], [-1.57, 1.49, -4.80], [-2.49, 2.60, -4.80], [-3.85, 2.48, -4.12], [-1.54, 3.61, -3.77], [-1.53, 3.17, -2.46], [-1.11, 4.26, -1.51], [-2.63, 3.62, -6.25], [-1.05, 2.12, -2.37], [-2.46, 2.82, -1.95], [-0.25, 4.66, -1.96], [-0.88, 4.04, -0.43], [-1.84, 4.96, -1.59], [-3.00, 3.21, -6.92], [-1.66, 3.80, -6.55], [-3.21, 4.54, -6.22], [-2.93, -2.24, -3.21], [-1.96, -1.33, -4.07], [-1.13, -2.20, -4.78], [-1.52, -3.46, -4.47], [-0.91, -4.37, -4.84], [-2.43, -3.48, -3.63], [-3.93, -2.17, -3.54], [-2.78, -2.10, -2.12], [-1.33, -0.74, -3.34], [-2.21, -0.78, -4.97], [2.90, 3.05, -0.65], [4.01, 3.85, -0.18], [4.77, 4.15, -1.31], [4.24, 3.48, -2.32], [4.72, 3.39, -3.51], [3.12, 2.89, -1.99], [2.17, 3.60, -0.60], [2.62, 2.16, -0.02], [4.78, 3.15, 0.23], [3.77, 4.74, 0.36], [2.11, -0.70, -1.94], [3.46, -0.91, -1.33], [3.93, -2.03, -1.89], [3.12, -2.43, -2.89], [3.32, -3.47, -3.49], [1.99, -1.82, -2.92], [2.14, 0.31, -2.51], [1.48, -0.65, -1.10], [3.30, -0.97, -0.34], [4.02, 0.02, -1.43], [-1.13, -3.64, -0.07], [0.38, -3.44, -0.46], [1.05, -4.40, 0.14], [0.16, -5.27, 0.81], [0.37, -6.37, 1.35], [-1.15, -4.89, 0.68], [-1.42, -3.52, -0.96], [-1.36, -2.79, 0.55], [0.70, -2.56, -0.28], [0.75, -3.47, -1.38], [1.39, 2.26, 3.51], [1.41, 3.69, 2.97], [0.79, 4.48, 3.99], [0.23, 3.55, 4.89], [-0.51, 3.90, 5.88], [0.50, 2.34, 4.65], [2.43, 2.10, 4.05], [1.19, 1.49, 2.86], [0.84, 3.70, 2.06], [2.30, 4.25, 2.68]],
  "total_charge": -1,
  "homo_energy_ev": -7.00,
  "orbital_gap_ev": 8.6
}


{
  "formula": "C35H32BrCl2F6N2O7P3Sr",
  "method": "ωB97M-V/def2-TZVPD",
  "symbols": ["Sr", "F", "C", "C", "F", "C", "F", "C", "P", "C", "C", "C", "C", "C", "C", "C", "C", "C", "C", "C", "C", "C", "Br", "C", "F", "H", "H", "H", "H", "H", "H", "H", "H", "H", "H", "C", "C", "C", "C", "C", "C", "C", "C", "C", "C", "N", "C", "C", "C", "C", "C", "N", "H", "H", "H", "H", "H", "H", "H", "H", "H", "H", "H", "H", "H", "H", "H", "H", "H", "O", "P", "O", "O", "O", "P", "O", "O", "O", "H", "H", "F", "C", "F", "H", "Cl", "C", "Cl", "H", "H"],
  "xyz": [[-0.60, -0.05, -0.48], [5.11, 5.91, -2.07], [4.22, 5.28, -1.27], [3.64, 5.96, -0.21], [3.99, 7.25, -0.01], [2.74, 5.29, 0.58], [2.21, 6.02, 1.63], [2.39, 3.98, 0.41], [0.56, 2.45, 1.73], [1.97, 2.27, 2.86], [2.46, 3.26, 3.70], [3.51, 2.99, 4.57], [4.09, 1.72, 4.60], [3.62, 0.74, 3.74], [2.57, 1.01, 2.87], [-0.32, 4.02, 2.06], [-0.83, 4.69, 0.96], [-1.60, 5.83, 1.11], [-1.84, 6.34, 2.38], [-1.33, 5.69, 3.49], [-0.59, 4.53, 3.34], [3.00, 3.35, -0.63], [2.72, 1.45, -0.96], [3.90, 3.95, -1.49], [4.50, 3.33, -2.52], [2.03, 4.26, 3.67], [3.87, 3.77, 5.24], [4.91, 1.51, 5.28], [4.08, -0.24, 3.73], [2.22, 0.24, 2.20], [-0.64, 4.29, -0.03], [-2.01, 6.32, 0.24], [-2.45, 7.23, 2.50], [-1.52, 6.07, 4.48], [-0.21, 4.01, 4.21], [-4.28, -2.62, 1.24], [-3.85, -1.27, 1.82], [-3.17, -1.41, 3.16], [-3.91, -1.28, 4.33], [-3.31, -1.38, 5.58], [-1.95, -1.58, 5.65], [-1.17, -1.72, 4.51], [0.33, -1.82, 4.67], [0.82, -3.19, 5.13], [-1.79, -1.67, 3.25], [-1.02, -1.73, 2.06], [-0.34, -2.81, 1.87], [0.71, -2.94, 0.91], [1.45, -4.09, 0.62], [2.40, -3.69, -0.33], [2.18, -2.32, -0.54], [1.16, -1.86, 0.21], [-4.67, -2.49, 0.23], [-5.05, -3.08, 1.86], [-3.43, -3.30, 1.19], [-4.72, -0.62, 1.94], [-3.18, -0.78, 1.12], [-4.97, -1.08, 4.25], [-3.90, -1.26, 6.48], [-1.46, -1.60, 6.62], [0.63, -1.07, 5.41], [0.83, -1.55, 3.74], [0.33, -3.49, 6.06], [1.90, -3.19, 5.31], [0.61, -3.96, 4.38], [-0.53, -3.69, 2.49], [1.30, -5.07, 1.05], [3.16, -4.30, -0.81], [2.73, -1.66, -1.19], [-1.99, 1.64, -2.72], [-2.97, 1.48, -1.40], [-4.20, 2.26, -1.48], [-2.06, 1.57, -0.19], [-3.26, -0.24, -1.49], [-2.44, -1.35, -2.43], [-2.30, -2.55, -1.35], [-3.15, -1.80, -3.63], [-0.99, -0.84, -2.51], [-1.59, 0.74, -2.75], [-2.93, -3.25, -1.53], [-0.28, 1.65, 4.28], [-0.52, 1.43, 2.93], [-1.85, 1.67, 2.75], [-0.36, 0.36, 2.77], [1.98, -0.48, -3.84], [1.98, -2.08, -4.53], [3.47, -3.00, -4.16], [1.91, -1.99, -5.61], [1.14, -2.63, -4.11]],
  "total_charge": -2,
  "homo_energy_ev": -3.00,
  "orbital_gap_ev": 7.0
}


{
  "formula": "C5H11N3OS",
  "method": "ωB97M-V/def2-TZVPD",
  "symbols": ["C", "C", "C", "C", "C", "N", "N", "N", "O", "S", "H", "H", "H", "H", "H", "H", "H", "H", "H", "H", "H"],
  "xyz": [[-2.09, 1.00, 0.01], [0.43, -3.46, 0.57], [0.80, -1.00, -0.04], [0.27, 3.40, 0.24], [1.13, -2.20, 0.97], [0.76, -4.11, -0.49], [0.38, 0.10, 0.37], [0.28, 2.49, -0.91], [-0.63, 0.50, -2.10], [-0.60, 1.03, -0.78], [-2.89, 1.16, -0.71], [-2.01, 1.72, 0.85], [-0.52, -3.51, 1.08], [0.80, -1.52, -1.03], [0.48, 2.74, 1.11], [1.00, 4.10, 0.01], [-0.72, 3.87, 0.34], [2.14, -2.46, 0.81], [0.87, -1.95, 1.96], [0.28, -4.94, -0.52], [-0.17, 3.03, -1.74]],
  "homo_energy_ev": -8.04,
  "orbital_gap_ev": 8.6
}


The records above yield molecular weight values of 443.3, 168.2, 170.2, 750.6, 1038.0, 161.2 g/mol, respectively.
The records above yield energy above the lowest of the compared OMol25 structures with the same formula, charge and spin values of 0.0, 348.2, 114.5, 431.2, 136.7, 445.0 kJ/mol, respectively.